Entry 1:
{
  "formula": "C20H43CoN2OP3S",
  "method": "the ωB97M-V functional and the def2-TZVPD basis",
  "elements": ["Co", "P", "P", "P", "H", "C", "C", "H", "C", "C", "C", "C", "C", "C", "C", "C", "C", "H", "H", "H", "H", "H", "H", "H", "H", "H", "H", "H", "H", "H", "H", "H", "H", "H", "H", "H", "H", "H", "H", "H", "H", "H", "H", "H", "H", "H", "C", "C", "C", "C", "C", "C", "O", "H", "H", "H", "H", "H", "H", "S", "C", "N", "C", "C", "N", "H", "H", "H", "H", "H", "H"],
  "coordinates": [[-0.312, -0.312, 0.142], [-2.509, -1.370, -0.420], [0.793, -2.234, 0.492], [-1.008, 1.457, -0.808], [7.281, 0.239, -2.442], [6.987, 1.241, -2.094], [7.194, 1.621, -0.795], [7.690, 0.978, -0.060], [-2.638, -1.888, -2.191], [-3.068, -2.967, 0.332], [-4.191, -0.573, -0.182], [2.580, -2.617, 0.898], [-0.095, -3.148, 1.850], [0.470, -3.271, -1.034], [0.314, 2.623, -0.463], [-2.472, 2.406, -0.388], [-1.115, 1.283, -2.573], [6.581, 1.961, -2.825], [6.882, 2.620, -0.453], [-3.588, -2.425, -2.314], [-1.812, -2.547, -2.467], [-2.617, -1.024, -2.856], [-4.003, -3.268, -0.177], [-3.304, -2.828, 1.400], [-2.339, -3.782, 0.228], [-4.757, -0.588, -1.136], [-4.094, 0.467, 0.162], [-4.766, -1.137, 0.584], [2.706, -3.676, 1.186], [2.858, -1.937, 1.721], [3.200, -2.392, 0.018], [-0.015, -4.238, 1.681], [-1.165, -2.853, 1.890], [0.382, -2.901, 2.813], [1.165, -4.143, -0.993], [0.685, -2.661, -1.940], [-0.597, -3.607, -1.053], [-0.089, 3.638, -0.374], [1.061, 2.587, -1.264], [0.805, 2.358, 0.480], [-2.216, 3.453, -0.572], [-2.778, 2.327, 0.657], [-3.317, 2.149, -1.029], [-0.784, 2.227, -2.998], [-2.128, 1.078, -2.912], [-0.472, 0.488, -2.939], [3.202, 0.821, -0.168], [2.977, 0.206, -1.458], [3.534, 0.818, -2.584], [4.211, 2.054, -2.545], [4.435, 2.621, -1.262], [4.001, 2.015, -0.095], [2.626, 0.403, 0.954], [1.631, -0.419, 0.463], [2.358, -0.718, -1.496], [3.436, 0.253, -3.509], [4.623, 2.529, -3.455], [5.092, 3.496, -1.203], [4.234, 2.407, 0.923], [-0.899, 0.122, 2.240], [-2.531, 0.545, 2.791], [-3.495, -0.321, 3.181], [-4.638, 0.386, 3.762], [-4.203, 1.856, 3.663], [-2.952, 1.829, 2.943], [-3.359, -1.304, 3.268], [-4.827, 0.093, 4.814], [-5.539, 0.203, 3.161], [-4.074, 2.271, 4.659], [-4.943, 2.469, 3.152], [-2.282, 2.548, 3.019]],
  "mulliken_spin": [2.54, 0.11, -0.07, -0.06, 0.00, 0.01, 0.06, 0.00, 0.01, 0.00, 0.00, 0.01, 0.00, 0.01, 0.04, 0.01, 0.01, 0.00, 0.00, 0.00, 0.00, 0.00, 0.00, 0.00, 0.00, 0.00, 0.00, 0.00, 0.00, 0.00, 0.00, 0.00, 0.00, 0.00, 0.00, 0.00, 0.00, 0.01, 0.01, -0.01, 0.00, 0.00, 0.00, 0.01, 0.00, -0.02, 0.18, 0.12, 0.09, 0.28, 0.01, 0.07, 0.25, 0.06, -0.01, 0.00, -0.01, 0.00, -0.01, 0.23, 0.01, 0.02, 0.00, 0.00, 0.02, 0.00, 0.00, 0.00, 0.00, 0.00, 0.00],
  "gap_ha": [0.298, 0.182],
  "e_homo_ev": [-16.47, -16.25],
  "relative_energy_kcal_mol": 17.1,
  "charge": 3,
  "multiplicity": 5,
  "energy_ev": -102765.4120
}


Entry 2:
{
  "formula": "C5H9N2",
  "method": "the ωB97M-V functional and the def2-TZVPD basis",
  "elements": ["C", "N", "C", "C", "C", "C", "N", "H", "H", "H", "H", "H", "H", "H", "H", "H"],
  "coordinates": [[-1.204, 0.120, 1.194], [-0.751, 1.247, 0.651], [0.064, 1.291, -0.505], [1.484, 0.659, -0.332], [0.621, -0.266, -1.124], [0.006, -1.361, -0.393], [-0.797, -1.049, 0.815], [-1.857, 0.335, 2.050], [-1.199, 2.033, 1.106], [0.026, 2.026, -1.291], [1.848, 0.052, 0.574], [2.388, 1.168, -0.783], [0.563, -0.407, -2.212], [-0.771, -1.950, -1.054], [0.806, -1.979, -0.032], [-1.228, -1.917, 1.334]],
  "lowdin_charge": [-0.09, 0.08, -0.09, -0.09, -0.16, -0.16, 0.07, 0.18, 0.17, 0.14, 0.15, 0.13, 0.15, 0.18, 0.12, 0.23],
  "gap_ha": 0.375,
  "e_homo_ev": -13.49,
  "relative_energy_kcal_mol": 69.5,
  "charge": 1,
  "multiplicity": 1,
  "energy_ev": -8302.7187,
  "smiles": "C1=[NH+][C@H]2C[C@H]2CN1"
}


Entry 3:
{
  "formula": "C44H51N5O4S5Ta",
  "method": "the ωB97M-V functional and the def2-TZVPD basis",
  "elements": ["Ta", "C", "N", "C", "C", "N", "C", "C", "C", "C", "C", "C", "C", "S", "C", "C", "C", "C", "C", "C", "S", "H", "H", "H", "H", "H", "H", "H", "H", "H", "H", "H", "H", "H", "H", "H", "H", "H", "H", "S", "C", "N", "C", "C", "N", "C", "C", "C", "C", "C", "C", "C", "C", "S", "C", "C", "C", "C", "C", "C", "C", "H", "H", "H", "H", "H", "H", "H", "H", "H", "H", "H", "H", "H", "H", "H", "H", "H", "H", "N", "C", "C", "C", "C", "C", "C", "S", "O", "O", "O", "H", "H", "H", "H", "H", "H", "C", "C", "C", "C", "O", "H", "H", "H", "H", "H", "H", "H", "H", "H"],
  "coordinates": [[-1.499, 0.548, -0.669], [0.017, -2.316, -2.315], [-1.160, -1.460, -2.529], [-2.439, -2.188, -2.438], [-2.651, -2.953, -1.142], [-2.539, -2.138, 0.073], [-3.839, -1.781, 0.666], [-1.702, -2.799, 1.040], [-2.083, -4.006, 1.616], [-1.252, -4.668, 2.502], [-0.015, -4.125, 2.820], [0.377, -2.928, 2.250], [-0.472, -2.255, 1.372], [0.102, -0.727, 0.715], [-1.041, -0.814, -3.830], [-1.112, -1.602, -4.978], [-0.977, -1.065, -6.244], [-0.752, 0.296, -6.385], [-0.671, 1.088, -5.258], [-0.814, 0.549, -3.978], [-0.689, 1.727, -2.675], [0.007, -3.191, -2.973], [0.058, -2.658, -1.282], [0.912, -1.732, -2.524], [-2.531, -2.933, -3.236], [-3.227, -1.447, -2.561], [-1.928, -3.766, -1.083], [-3.646, -3.405, -1.213], [-4.490, -2.651, 0.789], [-4.342, -1.058, 0.034], [-3.674, -1.327, 1.643], [-3.046, -4.432, 1.362], [-1.572, -5.596, 2.954], [0.646, -4.628, 3.511], [1.338, -2.492, 2.485], [-1.276, -2.668, -4.885], [-1.032, -1.710, -7.110], [-0.644, 0.738, -7.365], [-0.475, 2.148, -5.353], [1.272, 2.051, 0.551], [2.691, 1.148, 0.585], [3.490, 1.194, 1.641], [4.783, 0.524, 1.600], [4.624, -0.829, 0.952], [4.037, -0.652, -0.364], [4.529, -1.541, -1.409], [5.909, -1.149, -1.885], [6.118, 0.111, -2.441], [7.368, 0.466, -2.919], [8.420, -0.438, -2.852], [8.220, -1.689, -2.292], [6.969, -2.042, -1.805], [3.118, 0.300, -0.583], [2.460, 0.577, -2.074], [3.144, 1.855, 2.909], [2.968, 0.829, 4.006], [3.997, 0.549, 4.900], [3.831, -0.422, 5.876], [2.632, -1.109, 5.975], [1.602, -0.834, 5.086], [1.775, 0.121, 4.097], [5.148, 0.411, 2.617], [5.492, 1.133, 1.031], [3.984, -1.469, 1.571], [5.600, -1.301, 0.840], [3.829, -1.490, -2.241], [4.539, -2.559, -1.010], [5.293, 0.808, -2.513], [7.515, 1.443, -3.359], [9.391, -0.166, -3.244], [9.036, -2.396, -2.242], [6.820, -3.026, -1.376], [2.224, 2.413, 2.760], [3.948, 2.551, 3.158], [4.925, 1.107, 4.853], [4.637, -0.633, 6.565], [2.498, -1.855, 6.745], [0.660, -1.360, 5.166], [0.978, 0.326, 3.392], [-1.698, 3.148, 0.258], [-2.582, 3.478, 1.334], [-3.628, 4.376, 1.161], [-4.472, 4.664, 2.224], [-4.240, 4.062, 3.447], [-3.206, 3.162, 3.634], [-2.374, 2.868, 2.569], [-5.326, 4.461, 4.873], [-5.675, 5.842, 4.629], [-4.466, 4.204, 6.008], [-6.392, 3.496, 4.665], [-0.731, 3.260, 0.551], [-1.851, 3.740, -0.553], [-3.782, 4.861, 0.203], [-5.292, 5.360, 2.121], [-3.063, 2.720, 4.610], [-1.552, 2.164, 2.678], [-5.576, 0.208, -1.685], [-4.368, 1.106, -1.967], [-4.108, 1.122, -3.479], [-4.680, 2.527, -1.493], [-3.188, 0.666, -1.277], [-6.398, 0.527, -2.321], [-5.894, 0.285, -0.646], [-5.363, -0.835, -1.923], [-4.997, 1.490, -3.985], [-3.889, 0.124, -3.859], [-3.271, 1.773, -3.717], [-5.654, 2.835, -1.867], [-3.926, 3.220, -1.865], [-4.696, 2.555, -0.403]],
  "lowdin_charge": [1.51, -0.06, -0.18, -0.16, -0.15, -0.18, -0.04, -0.31, -0.01, -0.05, -0.06, -0.10, -0.55, 0.59, -0.28, -0.02, -0.05, -0.05, -0.10, -0.58, 0.63, 0.11, 0.06, 0.06, 0.13, 0.09, 0.13, 0.14, 0.10, 0.04, 0.11, 0.12, 0.12, 0.12, 0.09, 0.12, 0.12, 0.12, 0.11, 0.64, -0.68, -0.07, -0.08, -0.09, -0.10, -0.13, -0.22, -0.04, -0.07, -0.08, -0.07, -0.05, -0.73, 0.71, -0.10, -0.21, -0.05, -0.06, -0.07, -0.07, -0.04, 0.12, 0.15, 0.14, 0.14, 0.08, 0.13, 0.08, 0.11, 0.11, 0.11, 0.11, 0.07, 0.14, 0.12, 0.11, 0.11, 0.11, 0.09, 0.03, -0.34, -0.05, -0.03, -0.23, -0.04, -0.04, 0.40, -0.34, -0.35, -0.35, -0.02, 0.09, 0.11, 0.12, 0.12, 0.09, -0.02, -0.62, -0.02, -0.01, -0.39, 0.10, 0.10, 0.08, 0.11, 0.08, 0.06, 0.11, 0.09, 0.08],
  "gap_ha": 0.135,
  "e_homo_ev": -9.05,
  "relative_energy_kcal_mol": 43.9,
  "charge": 1,
  "multiplicity": 1,
  "energy_ev": -117818.1030
}


Entry 4:
{
  "formula": "C9H14NO",
  "method": "the ωB97M-V functional and the def2-TZVPD basis",
  "elements": ["C", "O", "C", "C", "C", "C", "C", "C", "C", "H", "H", "H", "H", "H", "H", "H", "H", "H", "C", "N", "H", "H", "H", "H", "H"],
  "coordinates": [[3.529, 0.128, 1.288], [2.190, 0.568, 1.318], [1.285, -0.443, 1.294], [-0.095, -0.195, 1.301], [-1.070, -1.223, 1.298], [-2.405, -0.903, 1.304], [-2.811, 0.427, 1.311], [-1.869, 1.445, 1.313], [-0.532, 1.143, 1.310], [4.176, 1.007, 1.280], [3.742, -0.468, 2.176], [3.706, -0.459, 0.385], [1.651, -1.457, 1.268], [-0.752, -2.253, 1.293], [-3.147, -1.687, 1.305], [-3.861, 0.670, 1.314], [-2.183, 2.475, 1.314], [0.215, 1.916, 1.306], [2.684, -1.582, 4.969], [1.300, -1.178, 5.004], [2.884, -2.376, 5.692], [2.961, -1.947, 3.978], [3.337, -0.742, 5.217], [1.122, -0.451, 4.321], [0.687, -1.952, 4.769]],
  "lowdin_charge": [-0.02, -0.03, 0.07, -0.18, 0.02, -0.03, 0.01, -0.02, 0.03, 0.12, 0.09, 0.11, 0.16, 0.13, 0.12, 0.13, 0.12, 0.13, -0.20, -0.06, 0.08, 0.04, 0.08, 0.04, 0.06],
  "gap_ha": 0.226,
  "e_homo_ev": -12.23,
  "relative_energy_kcal_mol": 30.3,
  "charge": 1,
  "multiplicity": 1,
  "energy_ev": -13089.3941
}